[1]
The following is a quantum chemistry calculation of C28H51AlCaCl3N4O10 as an isolated structure at a distorted geometry, from OMol25.

## Properties
Charge: +1
LUMO in eV: -6.75
Kohn-Sham gap in eV: 1.151

XYZ file:
```
98
Properties=species:S:1:pos:R:3:forces:R:3:mulliken_charge:R:1
H 2.1481 -0.0861 -3.9750 -1.09 1.53 1.87 0.27
C 1.6223 2.2047 -3.5846 -1.11 -0.93 0.53 -0.46
H -3.8642 0.8185 2.7134 0.12 0.05 -0.15 0.03
Ca -4.5636 3.2961 3.3282 0.11 1.23 -0.78 0.86
C 2.7534 -1.1316 3.2971 -1.39 -2.50 2.42 -0.51
H 5.0907 -2.9270 2.0421 0.00 0.06 0.08 0.32
H 1.9406 4.5425 -5.0590 -2.38 -0.82 -0.69 0.01
C -0.6516 -3.4969 -4.9549 0.56 2.35 4.45 -0.42
H 1.6740 -1.2499 3.4234 -0.19 -0.36 0.10 -0.09
C 0.8742 4.0842 -5.3257 0.69 -0.30 0.30 -0.38
H -6.4427 2.3516 1.6155 -0.33 0.15 0.02 0.02
H -7.4003 0.6347 4.8699 0.31 0.00 -0.23 0.44
H 3.0317 -2.5482 6.6236 0.14 -0.03 -0.05 0.24
N 0.8002 -1.3486 -0.1727 -0.14 0.17 1.71 0.34
O 8.2569 -3.9594 5.9004 -1.38 -1.39 -1.79 -0.43
H 1.1064 0.7433 0.3952 -0.93 -1.56 -1.91 0.49
H 2.6862 2.6485 -3.3746 -1.95 -0.93 -0.79 0.29
C 2.6273 -2.0278 -1.7821 1.52 -0.35 0.25 -0.70
H -0.4192 6.3309 -6.0112 -1.57 -0.79 1.47 0.30
H 3.6511 -4.1928 6.3605 -0.12 -0.05 -0.01 0.34
O 4.5327 4.1877 -5.9734 0.45 -2.65 -0.12 -0.50
H -2.0580 5.3212 -5.7707 1.91 1.36 1.12 0.24
O 7.6380 -5.8229 6.7800 -0.25 0.54 -1.63 -0.56
H 0.4157 0.2877 -3.3347 2.11 0.41 0.40 -0.11
C -5.4034 -0.4492 3.5909 -0.90 -0.35 0.17 -0.94
C -1.4416 -1.6017 -2.4654 1.44 -2.66 -3.02 0.02
H 1.9005 2.0908 -5.8733 -1.66 0.68 1.62 0.30
C 5.0774 -3.2930 4.1595 -0.05 0.56 0.22 -0.16
O 7.1960 -5.4083 4.7156 -1.22 1.43 -5.04 -0.37
H -6.8732 1.9286 3.8020 0.23 0.72 0.08 -0.25
C -0.3897 -1.7543 0.7223 -0.80 -1.44 1.68 -0.45
C -1.9740 -2.5798 -4.7295 1.26 -0.39 0.68 -0.16
O 3.8770 6.0944 -5.8392 -1.51 3.00 0.34 -0.54
H 0.0400 -2.3768 1.6435 -0.79 1.49 -1.98 0.43
H 2.9383 -0.3261 2.5805 -1.07 -0.12 0.95 0.14
C 4.8788 5.3723 -5.8989 -4.01 -2.30 -0.22 0.90
O 3.2794 -2.3534 2.7879 -0.12 0.50 0.18 -0.27
H -1.0162 3.8428 -4.0414 1.31 1.85 -0.71 0.16
Cl -0.7333 0.0906 3.1007 -0.47 -1.09 -2.61 -0.18
H 5.1462 -1.4421 3.0063 -0.14 -0.27 0.08 0.38
H -9.4002 0.2325 3.4179 0.22 0.13 -0.01 0.34
O 3.1221 -0.6626 -1.5001 -2.93 -0.68 0.03 -0.37
N 7.6970 -5.0635 5.7986 2.36 -0.96 6.88 1.05
H 6.1670 -3.3743 4.2071 -0.11 0.10 -0.13 0.28
H -1.7725 -0.9135 -1.5473 0.80 -1.71 -2.36 0.01
H 4.6690 -4.3066 4.0765 -0.05 0.07 -0.02 0.31
C -8.8446 1.1764 3.4127 -0.04 0.18 -0.15 -1.45
H -0.1994 0.4994 -1.0490 1.82 -1.11 1.01 0.28
C 1.0625 2.4393 -5.1115 1.16 1.08 -0.31 -0.63
C -1.1503 5.8567 -5.2296 0.56 -0.51 0.84 -0.98
C 0.4712 -3.4318 -3.7266 -5.38 3.00 -0.53 -0.51
H -5.0145 -1.3115 3.0341 -0.07 0.27 -0.05 0.40
O 4.6535 -2.6769 5.3822 -0.34 -0.31 -0.47 -0.38
C -4.3084 0.6058 3.6888 0.59 -0.33 -0.20 -0.10
H 0.0997 1.8284 -5.3838 1.65 1.20 0.90 0.28
H 0.8911 2.7392 -2.8071 1.45 -1.01 -1.66 0.15
H -2.7467 -2.6138 -5.6419 1.81 0.18 2.41 0.32
C -6.1017 1.4812 1.0476 0.22 -0.01 -0.26 -0.39
H -4.6662 1.5422 4.1230 -0.33 -1.30 1.02 -0.16
H -7.7202 0.0973 1.2090 0.14 0.07 0.19 0.37
H -1.4939 6.6736 -4.4596 0.34 -1.49 -1.80 0.28
H 0.6604 4.3703 -6.4535 0.39 -0.83 2.31 0.39
H 1.4945 -3.9993 -3.7282 -2.26 1.24 0.07 0.34
H -5.0106 1.4674 1.0530 0.18 0.00 -0.12 -0.04
H 3.3321 -2.7654 -1.1647 -1.45 1.77 -1.23 0.28
H -6.1728 -0.6625 1.0762 0.01 0.11 0.30 0.38
H -5.5916 -0.8353 4.6022 -0.06 0.17 -0.17 0.42
H -3.4998 0.2384 4.3298 -0.11 0.28 -0.04 0.43
H -6.4132 1.6336 0.0071 0.13 0.13 0.24 0.40
C -0.2973 4.7303 -4.3744 -0.11 -0.65 -0.07 -0.24
C 3.4416 -3.2331 5.8777 0.23 0.07 0.14 -0.69
H 2.8431 -2.2392 -2.9099 -1.03 0.22 1.99 0.44
H 0.1433 5.1621 -3.3534 -0.86 -0.74 -2.39 0.26
H 1.1088 -3.4103 -0.7913 -0.04 2.43 -0.89 0.58
H 3.1881 -0.8666 4.2653 0.09 -0.01 -0.06 0.56
H 2.5557 1.3863 -1.3169 -0.93 -2.56 -0.49 0.46
Al 6.3605 7.5415 -5.4436 -0.24 -0.60 -0.20 0.29
H -0.4534 -4.1670 -5.9088 -0.67 1.69 2.21 0.32
H -9.3337 1.8570 4.1179 0.12 -0.11 -0.11 0.42
Cl 6.4656 -6.8627 3.3049 0.54 0.30 1.63 0.11
C 1.0968 -2.3220 -1.2802 -0.27 -2.08 -1.85 0.06
N -6.6901 -0.0414 3.0177 0.49 0.11 0.21 0.16
O -2.1964 0.1985 0.7812 6.62 -4.89 3.57 -0.54
O 6.0340 5.7686 -5.8861 5.22 2.48 0.29 -0.40
C -7.3911 0.9628 3.8216 -0.37 -1.13 -0.17 0.24
C -0.0231 -2.4036 -2.4980 -0.85 -0.49 -1.59 0.27
N -2.4020 -1.7080 -3.6015 5.23 -2.87 0.00 -0.50
C 0.7909 0.1134 -0.5689 1.87 2.23 -0.59 -0.86
H -1.1210 -2.4968 0.1630 1.36 2.01 0.89 0.45
C -6.6867 0.1735 1.5685 -0.52 -0.33 0.05 -0.77
C 4.6993 -2.4417 2.9433 0.09 -0.41 0.10 -0.72
H 2.6958 -3.3742 5.0896 0.09 0.01 -0.02 0.25
C 1.5422 0.5807 -3.1918 -0.11 0.41 -0.45 -0.37
C 2.0601 0.3472 -1.6337 0.01 1.54 -0.84 0.27
H -8.9281 1.6249 2.4181 -0.04 -0.07 0.10 0.31
C -1.1997 -0.4838 1.3607 -4.90 3.85 -2.42 0.43
H 1.6284 -1.4335 0.4954 -0.53 0.36 -0.95 -0.02
Cl 3.9023 0.2772 1.5783 2.22 2.64 -3.78 -0.50
```
Forces are in eV/Å.

---

[2]
The following is a quantum chemistry calculation of C28H51CdF6O16 as an isolated structure at a distorted geometry, from OMol25.

## Properties
Charge: +1
LUMO in eV: -3.68
Kohn-Sham gap in eV: 7.517

XYZ file:
```
102
Properties=species:S:1:pos:R:3:forces:R:3:mulliken_charge:R:1
C -3.5998 13.4459 -2.1212 0.32 -0.69 0.05 -0.69
H -5.2282 14.5336 -5.6703 0.12 0.18 -0.07 -0.27
H -9.9124 14.6300 -3.2327 0.18 0.03 0.01 0.36
O -6.2631 15.6130 -3.3098 0.69 0.56 -0.26 0.38
C -4.6546 17.4376 -2.7393 0.23 -0.48 -0.10 0.40
C -9.6436 15.4647 -0.4900 -0.52 -0.51 0.86 -0.95
C -9.2893 19.8122 -3.5695 -0.17 0.78 -0.25 -0.43
H -8.9396 16.0255 0.1168 0.00 0.46 -0.39 0.25
H -5.0801 12.3582 -4.1609 0.11 0.09 0.05 0.17
H 0.3139 15.0671 -5.0542 -0.03 0.10 -0.27 0.30
H -10.5989 13.6489 -1.9392 0.00 0.05 0.03 0.54
C -6.4911 15.1453 -9.9785 0.15 -0.06 0.77 0.27
C -5.4387 17.1147 -10.2215 -0.24 0.06 -0.34 0.57
C -7.5108 16.1957 -10.3969 -0.05 -0.63 -0.07 0.58
H -0.3805 10.3063 -10.3285 -0.04 0.12 -0.14 0.32
C -3.1182 19.1546 -7.6462 1.08 0.98 1.05 -0.68
O -6.7538 17.4024 -10.3049 0.06 0.16 0.59 -0.32
C -0.0350 11.3435 -10.4984 -0.21 -1.02 0.25 -0.58
H -6.4832 14.9560 -8.8987 -0.39 0.04 -0.05 -0.33
O -4.5015 18.2962 -5.9885 0.22 0.46 0.19 0.11
H -9.3687 12.3781 -3.7891 0.23 0.13 -0.12 0.29
H -7.0527 11.0472 -3.8759 0.02 -0.12 -0.01 0.32
O -7.5177 12.8479 -2.9196 -0.58 -0.19 -0.69 0.18
C -9.5463 19.3454 -5.8667 0.50 0.06 -0.02 0.06
C -1.7630 12.9598 -6.4526 0.44 0.34 0.18 0.24
H -7.2179 20.0848 -3.1467 0.17 0.13 -0.09 0.05
H -5.9702 16.8490 -4.9433 -0.17 0.15 0.09 -0.78
O -4.5733 17.9237 -10.1726 0.25 0.15 0.05 -0.54
O 0.2729 11.5460 -11.8497 -0.07 0.24 -0.39 -0.39
O -9.0034 18.9782 -4.7211 -0.14 -0.45 0.10 -0.11
H -2.3535 16.1045 -7.1714 0.05 0.12 -0.07 0.35
H -2.2930 13.7970 -8.2511 -0.18 -0.15 -0.38 0.21
H -8.7723 16.8358 -11.9953 0.02 0.01 0.07 0.39
H -2.7911 18.8564 -8.6382 -1.02 -0.10 -0.30 0.35
C -8.0188 16.0687 -11.8072 -0.43 0.29 -0.33 -1.54
H -3.1842 12.6878 -1.4503 -0.07 0.12 0.09 0.34
H -2.4163 18.0368 -5.9215 -0.37 0.36 0.36 0.22
H -1.4098 14.7945 -4.6570 0.06 0.16 -0.17 -0.07
O -8.8940 14.7249 -1.4435 -0.07 -0.75 -0.25 -0.05
O -5.0059 13.2021 -2.2887 0.41 -1.14 -0.07 -0.25
F -8.3357 19.2290 -7.8358 0.32 0.10 -0.47 -0.21
C -3.3308 16.5924 -7.1739 0.20 0.31 -0.46 -0.11
H -10.1490 14.7886 0.2150 0.03 -0.11 -0.27 0.37
C -9.6596 13.9827 -2.3882 0.00 0.03 -0.29 -0.56
H -8.4992 15.1072 -11.9892 0.15 -0.07 0.01 0.39
H -4.6386 11.2324 -2.8625 0.00 0.03 0.06 0.53
O -0.7081 13.8931 -6.3897 -0.07 0.42 -0.19 -0.36
H -10.1575 20.4414 -3.7681 -0.09 -0.27 -0.15 0.50
H -0.2206 13.5234 -4.4082 0.01 0.02 -0.18 0.30
C -1.0811 12.3004 -9.9345 0.70 -0.26 -1.15 -0.37
H -8.2753 21.2430 -2.3523 -0.04 0.01 -0.05 0.43
C -6.5723 15.9893 -4.6525 0.56 -0.24 -0.61 0.93
H -7.2213 16.2552 -12.5263 0.10 -0.29 0.00 0.34
C -5.0623 19.4230 -6.4916 0.14 -0.64 -0.58 0.15
F -3.9685 17.6928 -1.6257 0.05 0.02 -0.20 -0.31
H -1.4019 12.0442 -5.9704 -0.46 -0.19 0.04 0.52
H -9.5427 19.1235 -2.7680 0.25 -0.03 0.10 0.26
H -7.6312 16.2376 -4.7441 0.02 0.15 0.19 0.34
H -10.4229 16.0469 -0.9776 0.28 0.38 -0.05 0.35
C -6.2648 14.8417 -5.6015 -1.56 -0.01 0.47 -0.90
H -2.3534 19.8698 -7.3205 0.04 -0.21 0.08 0.35
F -4.8924 18.5889 -3.3754 0.20 -0.05 0.31 -0.23
H -6.8819 11.0943 -2.0680 -0.20 -0.29 -0.21 0.43
H -3.6974 16.6230 -8.2009 -0.06 -0.21 0.04 0.29
H -6.7207 15.1441 -6.5479 0.57 -0.12 -0.25 0.07
H -2.0739 12.0427 -10.3173 -0.11 -0.02 0.11 0.35
H -6.7740 17.4791 -2.6816 0.20 0.15 -0.14 -0.20
H -3.4536 14.4349 -1.7030 -0.13 0.13 -0.12 0.30
O -10.2427 20.2862 -6.0712 -0.52 0.36 -0.04 -0.54
H -3.0424 12.1842 -7.9530 0.07 -0.10 -0.33 0.39
C -3.2505 18.0234 -6.6263 0.12 -1.26 -0.27 0.34
F -10.1605 18.0866 -7.7659 0.03 -0.19 0.04 -0.29
O -5.2328 15.7780 -10.2308 -0.06 -0.28 -0.29 -0.28
C -5.2823 12.0757 -3.1240 -0.17 -0.17 -0.68 -0.14
H 0.9054 11.4154 -9.9545 -0.04 0.35 0.09 0.33
C -8.9351 12.7050 -2.8401 -0.55 -0.64 0.54 -0.62
H -9.1625 11.9065 -2.1207 0.16 0.08 0.04 0.45
C -6.7483 11.6320 -3.0125 0.45 0.90 0.93 -0.82
C -8.1017 20.7057 -3.2877 0.15 -0.46 0.63 -0.89
F -8.3920 17.3849 -6.7112 -0.15 0.00 -0.08 -0.23
F -3.8658 16.6768 -3.5488 0.03 0.18 0.25 -0.15
H -1.3381 10.4714 -12.5721 -0.28 0.17 0.06 0.31
Cd -6.6871 14.2817 -1.4914 0.14 1.64 0.71 0.46
O -4.3463 19.8895 -7.5175 0.12 -0.22 -0.66 -0.36
H -6.6275 14.1820 -10.4649 0.42 0.16 -0.41 0.36
O -6.1829 16.3112 -1.1684 0.72 -0.54 0.41 -1.24
C -0.4989 14.3477 -5.0898 -0.02 -0.34 0.95 -0.42
H -1.5126 12.2959 -12.5729 -0.28 -0.25 -0.01 0.23
C -9.0931 18.4837 -7.0636 -0.11 -0.02 0.36 1.10
H -8.3322 16.1717 -9.6794 0.01 0.49 0.00 0.23
H -6.8875 14.0006 -5.2722 0.29 -0.21 -0.05 0.17
C -2.1183 12.7743 -7.8934 0.38 0.34 0.31 -0.65
H -2.6533 13.3905 -5.9624 0.04 -0.28 0.26 -0.19
H -7.9103 21.4374 -4.0665 -0.10 -0.11 -0.20 0.33
H -3.0940 13.3194 -3.0797 -0.07 0.37 -0.08 0.07
H -0.4859 11.4791 -13.7430 0.16 0.01 0.05 0.24
C -5.9969 16.7335 -2.4307 -2.00 0.44 0.11 1.40
H -3.9941 15.9811 -6.5636 -0.01 0.18 0.06 -0.69
H -0.8053 13.2774 -10.3642 -0.24 0.29 0.65 0.31
O -1.0201 12.1889 -8.5436 -0.41 0.12 0.13 -0.31
C -0.8471 11.4401 -12.7176 0.47 0.02 0.15 -0.65
O -6.0948 19.8709 -6.1192 -0.39 0.25 0.39 -0.46
```
Forces are in eV/Å.

---

| no. | E (eV) |
| --- | --- |
| 1 | -118863.5802 |
| 2 | -83483.5389 |